A 14-piece molecular cluster, C4H36N2O14 overall in a non-equilibrium geometry. Source: OMol25; level of theory: ωB97M-V/def2-TZVPD.

Calculated values
HOMO-LUMO gap in eV: 9.63
DFT total energy in Eh: -1336.86199
Relative energy (zero: lowest compared OMol25 entry of this formula, charge and spin) in kcal/mol: 81.5
LUMO level in eV: -0.073
Charge: 0

```
56
Properties=species:S:1:pos:R:3:forces:R:3
N -1.69200 -0.13498 0.22666 0.107 0.436 -0.935
C -0.39864 0.39388 -0.25802 -0.447 -1.107 -0.895
C 0.13837 -0.54265 -1.33379 0.488 -1.201 0.618
N 0.86908 -0.10631 -2.37104 -0.232 0.696 0.164
C 1.57053 -1.07909 -3.20287 -0.394 0.010 0.629
C 1.32164 1.28513 -2.42869 -0.018 -0.330 -0.456
O 0.00816 -1.75762 -1.12651 0.055 0.298 -0.222
H -1.59445 -1.06051 0.61419 0.502 -0.556 -0.746
H -1.89193 0.37465 1.09472 0.229 -0.543 -1.353
H -0.40849 1.43472 -0.63354 -0.421 -0.876 0.525
H 0.30909 0.23160 0.54774 0.537 0.604 -0.098
H 1.00033 -2.00219 -3.24860 -0.083 0.060 0.015
H 2.51507 -1.30916 -2.70468 0.271 -0.006 -0.468
H 1.66224 -0.66516 -4.20216 0.369 -0.016 -0.006
H 0.46513 1.94692 -2.34540 0.118 0.221 -0.052
H 2.09873 1.52343 -1.70154 -0.132 -0.115 0.261
H 1.78075 1.42297 -3.40186 -0.125 0.194 -0.182
H -2.59636 -3.19145 -0.73000 0.035 0.477 -0.328
H -1.04688 -3.13489 -0.98607 -0.573 0.174 -0.030
O -1.79808 -3.72779 -0.79647 0.133 -0.669 0.269
H 1.65094 -2.02785 2.04359 -0.990 0.233 0.181
H 0.86558 -1.01495 2.95809 -0.022 -0.014 0.204
O 1.19266 -1.13879 2.06492 0.405 -0.326 0.163
H -2.53288 1.90541 -3.14527 0.045 -0.231 0.092
H -1.62909 0.99390 -4.02207 -0.105 -0.061 0.097
O -1.96302 1.88936 -3.92831 0.225 0.123 -0.375
H -4.00882 -1.31219 -1.89190 0.148 0.555 0.000
H -3.48241 -0.67381 -0.50206 0.347 -0.022 -0.853
O -3.85896 -1.44656 -0.95685 -0.500 -0.874 0.619
H 3.62268 1.14675 3.83405 -0.152 -0.656 0.372
H 3.09167 0.43179 2.46645 0.046 -0.471 0.452
O 3.41867 1.21731 2.90946 0.458 0.954 -0.509
H 2.69768 1.85334 0.52737 -0.188 0.259 -0.426
H 2.94909 2.47473 1.79626 -0.333 0.622 -0.161
O 2.50480 2.71315 0.94781 0.240 -0.752 0.185
H -2.56980 1.95696 -0.74652 -0.153 -0.515 0.028
H -2.39104 3.18092 -1.56914 -0.132 0.182 -0.072
O -2.99507 2.43248 -1.46725 0.178 0.358 0.284
H 2.09306 -0.54448 0.84532 1.039 -0.245 -0.377
H 3.58401 -0.69064 0.13358 -0.167 -0.588 0.157
O 2.85232 -0.12608 0.37080 -0.450 1.057 -0.155
H -2.94024 1.74677 2.03166 -0.292 -0.142 -0.009
H -1.56777 1.73149 2.70324 0.504 -0.266 0.208
O -2.13721 1.21940 2.10751 -1.098 2.673 2.645
H -1.33752 -2.78305 1.48288 0.203 0.258 0.277
H -1.89436 -4.10160 1.32802 0.097 -0.248 0.204
O -1.47038 -3.56921 2.02396 -0.183 -0.073 -0.429
H 1.05347 -4.12279 2.68222 -0.114 -0.014 -0.065
H 0.66704 -3.75063 1.26283 -0.094 -0.037 0.123
O 1.40737 -3.71473 1.88447 0.491 -0.284 -0.090
H 0.48444 1.04822 2.16383 0.163 -0.134 0.077
H 0.75471 2.49319 2.44565 0.227 0.017 0.154
O 0.39976 1.69794 2.86979 -0.344 0.255 0.026
H -0.89717 2.67283 0.78773 -0.107 0.149 0.138
H 0.48609 2.96593 0.25074 -0.018 0.555 0.139
O -0.41260 3.34401 0.29507 0.208 -0.048 -0.013
```
Positions in Å, forces in eV/Å.

Results of the natural (NBO) charge analysis, in e, for atoms 1 through 8: number 1, N, carries -0.903; number 2, C, carries -0.351; number 3, C, carries 0.708; number 4, N, carries -0.412; number 5, C, carries -0.412; number 6, C, carries -0.420; number 7, O, carries -0.726; number 8, H, carries 0.354


An isolated molecule of C10H14N2O2 in a non-equilibrium geometry. Source: OMol25; level of theory: ωB97M-V/def2-TZVPD.

Calculated values
HOMO-LUMO gap in eV: 7.47
DFT total energy in Eh: -649.29006
Relative energy (zero: lowest compared OMol25 entry of this formula, charge and spin) in kcal/mol: 69.3
LUMO level in eV: -0.348
SMILES: CC(C)N(C[N+](=O)[O-])c1ccccc1
Charge: 0

```
28
Properties=species:S:1:pos:R:3:forces:R:3
C 1.69420 2.29166 -0.04120 -0.218 -0.122 0.200
C 1.26040 0.97869 0.61515 0.363 0.203 0.356
C 2.46483 0.10733 0.98633 -0.356 0.139 0.113
N 0.27685 0.29467 -0.17141 1.171 -0.111 -5.251
C 0.76020 0.08791 -1.92184 -0.310 -0.462 5.516
N -0.18513 0.80070 -2.74422 -0.451 0.388 -0.616
O -0.35934 1.97416 -2.53064 -0.038 0.315 0.084
O -0.70805 0.16301 -3.63532 -0.132 -0.181 -0.202
C -0.71298 -0.53083 0.28114 -0.447 -0.234 0.348
C -1.61278 -1.15443 -0.59238 0.096 -0.074 -0.077
C -2.70828 -1.84537 -0.11443 0.022 -0.027 0.076
C -2.94993 -1.94284 1.24464 -0.120 -0.073 0.092
C -2.04983 -1.36363 2.12155 -0.096 -0.095 -0.010
C -0.94006 -0.68717 1.65774 0.170 0.127 0.009
H 2.42704 2.13354 -0.82914 0.105 -0.004 -0.099
H 0.83227 2.80035 -0.46381 0.001 0.051 -0.019
H 2.15163 2.93537 0.70490 0.118 0.055 0.067
H 0.73161 1.25722 1.53466 0.092 -0.020 -0.066
H 3.11295 0.64635 1.67290 0.148 0.018 0.059
H 3.04108 -0.15505 0.10189 0.082 -0.021 -0.139
H 2.13523 -0.81070 1.46804 0.009 -0.098 0.038
H 1.73728 0.54998 -1.93279 -0.075 0.082 -0.261
H 0.75887 -0.97904 -2.11105 -0.128 0.164 -0.155
H -1.47595 -1.10127 -1.65891 0.030 0.081 -0.151
H -3.38753 -2.30205 -0.81899 -0.048 -0.034 -0.074
H -3.82135 -2.46084 1.61343 -0.066 -0.067 0.033
H -2.20932 -1.43614 3.18790 0.000 -0.020 0.078
H -0.26391 -0.25156 2.37585 0.075 0.020 0.050
```
Positions in Å, forces in eV/Å.

Results of the natural (NBO) charge analysis, in e, for atoms 1 through 8: number 1, C, carries -0.615; number 2, C, carries -0.053; number 3, C, carries -0.622; number 4, N, carries -0.412; number 5, C, carries -0.118; number 6, N, carries 0.497; number 7, O, carries -0.347; number 8, O, carries -0.367


A 14-piece molecular cluster, C41H86O29 overall in a non-equilibrium geometry. Source: OMol25; level of theory: ωB97M-V/def2-TZVPD.

Calculated values
HOMO-LUMO gap in eV: 10.17
DFT total energy in Eh: -3795.71828
LUMO level in eV: 0.341
Charge: 0

```
156
Properties=species:S:1:pos:R:3:forces:R:3
C -17.89459 14.37694 19.46756 0.379 -0.349 -0.328
O -18.42457 14.29553 20.76843 -0.091 -0.037 0.218
H -17.26475 15.24944 19.31215 -0.355 0.554 0.101
H -17.17485 13.55265 19.23669 -0.808 0.049 0.167
H -18.74314 14.39070 18.75236 0.638 -0.133 0.332
H -17.85673 14.72739 21.42640 -0.012 -0.078 -0.139
C -8.62442 7.56040 19.54613 0.163 0.378 -0.047
O -8.17278 7.53453 18.20756 0.026 -0.129 -0.388
H -9.69049 7.81873 19.61011 0.277 0.260 0.131
H -8.50281 6.55647 19.89234 0.031 -0.706 0.491
H -7.97589 8.21944 20.15629 -0.555 -0.151 -0.118
H -8.01035 8.44235 17.94858 0.039 0.372 -0.078
C -17.32632 7.22260 19.17720 -0.771 0.174 1.049
O -17.21862 6.09081 18.36190 -0.277 0.323 -0.839
H -16.49402 7.28006 19.89240 -0.264 0.101 0.028
H -17.31199 8.10193 18.55874 0.234 0.356 -0.454
H -18.31419 7.28606 19.72040 0.893 -0.300 -0.244
H -17.07889 5.32565 18.90703 0.374 -0.637 0.428
C -15.61104 11.80190 17.01626 -0.967 -0.339 -0.497
O -14.40426 11.55362 17.71228 -0.044 0.446 0.166
H -15.47013 12.27611 16.02913 0.253 0.131 0.504
H -16.03538 10.81203 16.72858 -0.239 0.688 0.617
H -16.30153 12.44874 17.63220 0.493 -0.912 -0.639
H -13.73939 12.01506 17.20477 0.574 -0.140 -0.093
C -14.18686 3.73557 20.33343 -1.765 -0.686 -0.773
O -15.15766 4.08361 19.26637 1.605 0.274 0.940
H -13.71638 2.78000 20.05224 0.059 0.401 0.295
H -13.46771 4.50606 20.52688 0.518 0.492 -0.309
H -14.74568 3.62454 21.26762 -0.054 -0.196 -0.259
H -14.56314 4.43690 18.56494 -0.576 -0.302 0.265
O -8.48802 10.53921 18.03301 1.788 -0.930 -0.857
C -9.17254 11.27943 18.64367 -2.765 0.749 0.861
O -9.06682 11.51089 19.95140 0.338 -0.277 0.859
C -10.26817 12.14489 20.46227 0.031 -0.840 1.200
C -10.88752 12.82847 19.27597 -1.767 1.516 1.459
C -10.41921 12.00669 18.18023 0.737 -0.549 -2.892
H -9.93249 12.74623 21.28751 0.169 0.805 0.055
H -10.92769 11.41056 20.94694 0.330 -0.150 -0.659
H -10.42018 13.81121 19.20965 -0.428 0.286 -0.035
H -12.03374 12.89998 19.31578 1.771 0.014 0.180
H -10.17511 12.57508 17.28720 0.247 0.231 -0.143
H -11.15623 11.33169 17.78549 -0.180 -0.791 0.217
O -12.97646 6.54009 23.78590 -1.101 -0.772 0.377
C -11.92238 7.05271 23.67918 1.452 0.903 -0.299
O -11.47946 7.50222 22.46379 -0.198 0.417 -0.292
C -10.18529 8.07731 22.60211 1.858 -1.177 0.055
C -10.05650 8.51467 24.03717 -3.447 0.198 0.011
C -10.88365 7.43930 24.73990 -0.081 -1.150 0.935
H -9.94578 8.90838 21.91962 -0.599 -0.682 -0.200
H -9.43838 7.21442 22.49674 -0.744 1.218 -0.442
H -10.57843 9.48603 24.19557 0.629 -0.416 -0.101
H -9.07387 8.53236 24.31137 2.547 0.366 0.938
H -11.45056 7.73869 25.62973 0.218 0.242 -0.223
H -10.29552 6.53798 25.11365 -0.596 0.951 -0.892
O -19.79091 16.48057 25.42211 -0.435 -1.133 -0.136
C -20.08989 15.33522 25.16007 0.864 1.188 0.199
O -21.11265 15.02951 24.32096 0.392 0.592 0.799
C -20.96567 13.66970 23.94718 -0.094 -0.047 -2.344
C -20.33262 12.98037 25.09350 1.348 -0.050 1.072
C -19.36757 14.05592 25.64134 -0.909 0.628 -1.673
H -20.35539 13.70574 23.00012 -0.480 -0.526 0.817
H -21.95940 13.26539 23.74667 0.106 0.114 -0.232
H -19.84023 12.04103 24.84380 -0.172 0.085 -0.009
H -21.12636 12.83748 25.79719 -0.342 -0.461 0.728
H -18.40033 14.02888 25.14078 0.025 -0.021 -0.234
H -19.16917 14.17320 26.68139 -0.178 -0.354 0.884
C -13.40751 7.25030 12.97896 -0.010 -0.109 1.763
C -13.88402 8.18516 14.11934 0.679 -0.479 -0.224
O -12.69341 8.50767 14.88532 0.504 1.705 0.291
C -12.47800 9.80698 15.26612 -1.224 -0.484 -0.910
O -13.24380 10.73238 15.12077 0.008 -0.660 -0.179
O -11.29612 10.01949 15.78402 1.169 0.440 0.630
C -10.46482 8.96946 16.25490 0.167 -1.870 -0.128
H -14.23637 7.02271 12.37599 -1.274 -0.272 -0.959
H -13.06015 6.29614 13.37431 0.233 0.125 0.071
H -12.65085 7.68728 12.33947 0.177 0.354 0.175
H -14.54377 7.78037 14.89770 -0.139 -0.466 -0.727
H -14.39392 9.03139 13.66686 0.382 0.511 0.344
H -9.45854 9.27499 16.55482 -0.807 0.843 0.060
H -10.26352 8.23773 15.46918 -0.378 0.146 -0.250
H -10.96695 8.42803 17.07680 0.311 0.460 -0.172
C -14.31548 12.09616 21.94673 -1.847 -0.852 -0.281
C -14.31775 10.70956 21.26337 0.076 0.354 -0.154
O -13.01907 10.60386 20.66295 0.500 0.011 -0.725
C -12.69469 9.47781 20.04855 -1.593 -0.632 -0.519
O -11.64389 9.30188 19.51689 1.809 0.305 -0.308
O -13.67116 8.55593 19.97981 -0.576 2.658 0.948
C -13.30868 7.38662 19.30334 -0.867 -0.134 0.798
H -15.26912 12.13951 22.52935 0.696 0.140 -0.263
H -14.39878 12.90337 21.18485 0.448 -0.499 0.563
H -13.48920 12.20843 22.64521 0.102 0.143 -0.207
H -15.11542 10.62931 20.47029 0.796 -0.014 0.910
H -14.28639 9.83074 21.91314 -1.127 0.462 0.390
H -14.24002 6.84702 19.27096 -0.137 -0.411 -0.802
H -12.69575 6.91788 20.01065 1.393 -1.411 0.453
H -12.79435 7.63315 18.40697 0.117 -0.261 -0.967
C -9.35441 4.48869 16.43463 -0.694 -0.038 -0.549
C -10.46145 5.52797 16.66287 -0.725 -0.777 -0.898
O -11.63382 5.16907 15.83108 -1.214 -0.570 0.515
C -12.83557 4.88624 16.35093 0.206 0.139 2.277
O -13.11391 4.73364 17.56149 1.339 0.516 -2.271
O -13.76146 4.82180 15.40797 -0.160 0.382 0.254
C -15.13008 4.88393 15.96499 1.303 1.035 -0.492
H -9.55385 3.52808 16.95257 0.006 0.715 -0.159
H -8.49116 4.96111 16.82490 1.148 0.187 0.737
H -9.08959 4.24830 15.38726 -0.626 0.362 0.337
H -10.33383 6.55059 16.30377 0.932 -0.545 0.187
H -10.69546 5.57340 17.72089 -0.416 -0.113 0.083
H -15.28425 3.97190 16.49697 -0.399 -0.201 0.767
H -15.72919 4.90792 15.08983 -0.652 -0.040 -0.727
H -15.26158 5.85105 16.50937 0.073 -1.172 -0.021
C -14.63433 14.64023 24.27275 -0.560 0.518 2.311
C -15.44405 15.45668 25.31896 -0.750 -0.009 -2.476
O -15.83080 16.71960 24.59934 -1.166 -0.651 -0.145
C -16.73929 16.60756 23.58285 1.101 -1.190 0.012
O -17.21237 15.55766 23.16763 0.012 0.746 0.717
O -16.91357 17.77954 23.00734 0.232 0.631 0.496
C -17.82637 17.82720 21.91672 -1.238 -2.211 0.806
H -15.26142 14.57705 23.43405 -0.611 -0.224 -1.239
H -14.45217 13.60093 24.61639 0.578 0.886 -0.123
H -13.82855 15.33286 24.07081 0.870 -0.734 -0.315
H -14.88259 15.80870 26.14220 0.681 0.387 0.723
H -16.31850 14.93097 25.69061 -0.280 0.138 -0.163
H -17.75630 18.72436 21.39419 0.517 1.587 -0.535
H -18.85092 17.67674 22.27079 0.081 0.333 0.253
H -17.69302 16.98108 21.26210 0.513 -0.163 -0.415
C -14.73810 10.57053 25.26618 0.606 0.116 -0.640
C -16.17579 10.23174 25.59799 0.648 0.532 0.845
O -17.11746 10.95889 24.80639 -0.216 1.696 2.151
C -17.33252 10.49210 23.63976 -0.550 -1.863 -3.653
O -16.71710 9.55904 23.14311 -0.632 0.886 0.054
O -18.36686 11.14247 23.02854 0.467 -0.182 0.309
C -18.59511 10.87332 21.61234 0.501 2.246 0.767
H -14.02983 10.02334 25.89192 -0.316 -0.109 0.315
H -14.55257 11.64340 25.48056 0.002 -0.567 -0.558
H -14.45708 10.23202 24.22320 -0.555 0.843 1.015
H -16.42703 10.41170 26.65117 0.059 0.452 -0.366
H -16.36374 9.21770 25.44236 -0.178 -1.760 -0.388
H -18.59053 9.87029 21.40087 0.005 -2.588 -0.193
H -17.79148 11.33884 21.04569 -0.054 0.178 -0.066
H -19.55500 11.30647 21.32148 0.254 0.131 0.415
C -13.84777 19.52923 22.63975 -0.245 0.643 0.864
C -13.86488 19.14756 21.19747 0.209 -0.647 -1.121
O -14.40554 17.75319 21.07849 0.940 1.466 -0.735
C -14.39635 17.24875 19.83649 -0.431 -0.903 -0.698
O -14.19238 17.77677 18.76244 0.109 0.252 1.375
O -14.71044 15.93576 19.96272 0.184 0.160 -1.063
C -14.61033 15.09367 18.73890 1.404 1.243 0.850
H -13.49788 18.74084 23.30331 0.097 -0.099 -0.160
H -14.78483 19.92075 23.06557 -0.091 -0.619 -0.515
H -13.19829 20.38795 22.75524 0.531 0.093 -0.030
H -12.87497 19.26416 20.67409 -0.631 -0.854 0.819
H -14.46463 19.81270 20.59554 -0.701 0.064 -0.038
H -14.13998 14.23040 19.18006 0.049 -0.610 -0.454
H -13.98845 15.53086 17.91126 -0.560 -0.142 1.131
H -15.58822 14.88478 18.38554 -0.707 -0.168 -0.311
```
Positions in Å, forces in eV/Å.

Results of the Löwdin charge analysis, in e, for atoms 1 through 8: number 1, C, carries -0.164; number 2, O, carries -0.123; number 3, H, carries 0.050; number 4, H, carries 0.058; number 5, H, carries 0.099; number 6, H, carries 0.037; number 7, C, carries -0.162; number 8, O, carries -0.124


A 2-piece molecular cluster, C5H8ClOS overall in a non-equilibrium geometry. Source: OMol25; level of theory: ωB97M-V/def2-TZVPD.

Calculated values
HOMO-LUMO gap in eV: 6.02
DFT total energy in Eh: -1128.92129
Relative energy (zero: lowest compared OMol25 entry of this formula, charge and spin) in kcal/mol: 0.0
LUMO level in eV: 3.498
Charge: -1

```
16
Properties=species:S:1:pos:R:3:forces:R:3
C -2.12361 0.41499 0.20059 2.477 0.181 -0.883
C 0.68085 -0.19512 1.87588 0.283 3.574 -0.014
C 0.10091 0.02713 -2.05026 -0.050 -2.188 0.953
C 0.96066 -0.48919 0.44642 -1.953 0.034 -2.460
C 0.12286 0.38536 -0.55816 -0.277 -1.421 1.507
O -2.15398 1.30873 0.95635 -0.515 0.338 0.518
S -2.82820 -0.76844 -0.63948 -0.791 -0.637 -0.166
Cl 0.62997 2.07604 -0.21855 0.050 0.418 -0.635
H 1.12294 0.78433 2.26276 -0.072 -1.246 -0.656
H -0.35719 -0.03809 2.10346 -0.604 -0.492 -0.120
H 1.09486 -0.98457 2.36956 0.927 -2.053 2.175
H 1.09266 -0.08068 -2.52281 -0.075 1.224 -0.215
H -0.66012 0.72150 -2.38633 0.426 0.095 -1.250
H -0.24979 -1.06901 -2.32131 -0.086 1.991 1.287
H 2.02741 -0.61162 0.22706 0.237 0.478 -0.039
H 0.53978 -1.48134 0.25481 0.023 -0.298 -0.003
```
Positions in Å, forces in eV/Å.

Results of the natural (NBO) charge analysis, in e, for atoms 1 through 8: number 1, C, carries 0.422; number 2, C, carries -0.603; number 3, C, carries -0.683; number 4, C, carries -0.457; number 5, C, carries -0.206; number 6, O, carries -0.578; number 7, S, carries -0.291; number 8, Cl, carries -0.174